A gas-phase ion, C6H6BrF3N4O (charge +2) in a non-equilibrium geometry, computed with ωB97M-V/def2-TZVPD.

Output
Lowest unoccupied orbital energy: -10.52 eV
HOMO: -19.298 eV
Structure (SMILES): FC(F)(F)O[C@@]12C[NH+]=CN(Br)C1=[NH+]C=N2
DFT total energy: -92501.429 eV
Net charge: +2
Energy above the lowest of the compared OMol25 structures with the same formula, charge and spin: 0.00 kcal per mole
Gap between HOMO and LUMO: 8.779 eV

Last column: Löwdin charge in e.
Atoms and positions in Å:
C: -0.704 -0.322 -2.184  -0.0040
C: 1.665 1.224 1.281  0.0063
C: -0.568 0.358 -0.155  -0.3373
C: -0.771 1.535 0.804  0.0355
C: 0.824 0.088 -0.648  -0.1572
C: -1.269 -2.066 0.400  -0.7175
N: -1.373 0.188 -1.277  0.2198
N: 1.874 0.436 0.140  -0.1963
N: 0.730 -0.443 -1.847  0.2601
N: 0.451 1.670 1.567  0.1580
O: -0.757 -0.822 0.710  0.1138
F: -0.843 -2.600 -0.730  0.2003
F: -1.016 -2.830 1.405  0.2690
F: -2.594 -1.982 0.234  0.1985
Br: 3.870 -0.115 -0.006  0.8844
H: -0.992 -0.633 -3.209  0.1883
H: 2.426 1.391 1.920  0.1164
H: -0.985 2.382 0.278  0.1412
H: -1.557 1.192 1.362  0.1446
H: 1.311 -1.019 -2.461  0.2057
H: 0.278 2.368 2.415  0.2705

Force components x, y, z for each atom (eV/Å):
C 0.92 -0.42 -1.85
C -5.46 -0.98 -2.67
C -0.65 -1.89 1.33
C 2.55 -2.95 -2.08
C 2.40 0.08 -0.29
C -2.66 0.09 -0.64
N -1.93 0.98 -0.43
N 1.79 -0.24 0.59
N -0.81 0.15 0.58
N 1.32 1.99 2.40
O 1.34 1.16 0.58
F 1.34 -0.05 -0.49
F 0.60 -0.42 0.61
F 0.11 0.36 0.35
Br -2.57 0.48 -0.19
H -0.05 0.17 0.90
H 2.64 0.68 1.91
H -0.62 2.63 -1.25
H -2.02 -0.32 1.99
H 0.60 0.48 0.58
H 1.17 -1.99 -1.93